144
Properties=species:S:1:pos:R:3:forces:R:3 method="wB97M-V/def2-TZVPD" total_charge=+1 gap_ha=0.356 homo_energy_ev=-11.81 e_lumo_ev=-2.122 largest_force_ev_per_a=8.8
C 2.804 3.910 6.053 4.606 3.392 1.220
C 3.639 3.183 4.986 0.229 0.492 0.146
C 4.941 3.907 4.622 0.082 -0.122 0.152
C 5.683 3.295 3.417 -0.222 -0.071 -0.156
C 7.089 2.776 3.721 0.036 0.079 0.027
C 7.031 1.415 4.406 -0.108 -0.093 0.140
C 6.725 0.247 3.448 -0.105 0.194 -0.085
C 5.318 -0.314 3.661 -0.152 -0.032 0.056
C 4.602 -0.829 2.408 0.140 0.229 -0.024
C 3.392 -1.682 2.771 -0.081 -0.007 -0.078
C 2.226 -0.769 3.154 -0.136 0.058 0.163
C 1.419 -0.220 1.959 -0.033 -0.011 -0.124
C 1.646 1.256 1.536 0.107 -0.013 0.046
C 0.418 2.167 1.665 -0.022 0.016 0.015
C 0.051 3.039 0.442 0.098 0.027 0.013
C 1.045 4.147 0.048 0.074 -0.054 0.078
C 2.315 3.736 -0.718 -0.016 0.071 -0.178
C 3.616 3.815 0.066 0.080 0.078 0.156
N -1.266 3.627 0.628 -0.025 -0.103 0.008
C -1.392 4.421 1.828 -0.041 0.041 0.060
C -0.827 3.782 3.096 -0.049 0.003 0.126
N 0.499 3.090 2.871 -0.261 -0.162 0.033
C 0.924 2.399 4.124 -1.142 -0.164 -0.240
O 1.147 3.440 5.028 -6.060 -4.365 -4.742
C 0.874 3.232 6.378 -0.755 -2.162 0.092
C 1.455 1.985 6.977 -1.736 -2.261 0.987
O 0.277 4.053 6.944 -1.868 1.413 1.345
H 3.390 4.694 6.537 0.546 -0.161 0.429
H 1.921 4.391 5.624 4.048 2.871 1.307
H 2.453 3.236 6.836 2.499 2.283 -1.070
H 3.045 3.064 4.071 0.614 0.244 0.046
H 3.882 2.167 5.322 0.029 -0.026 -0.081
H 5.599 3.885 5.497 -0.068 0.093 -0.034
H 4.706 4.959 4.433 0.051 -0.040 0.033
H 5.722 4.009 2.591 -0.041 0.053 0.052
H 5.089 2.443 3.054 0.063 0.082 -0.158
H 7.621 3.485 4.364 -0.073 0.068 -0.121
H 7.653 2.708 2.785 0.066 -0.046 0.104
H 6.206 1.466 5.130 0.268 -0.050 0.204
H 7.937 1.231 4.984 0.022 -0.033 -0.093
H 6.819 0.594 2.411 0.029 -0.009 0.056
H 7.450 -0.552 3.592 -0.019 0.062 -0.116
H 4.717 0.493 4.100 -0.076 -0.214 0.013
H 5.345 -1.121 4.401 0.105 0.112 0.027
H 5.303 -1.350 1.752 -0.042 -0.074 0.090
H 4.227 0.046 1.855 0.276 -0.115 -0.229
H 3.092 -2.336 1.946 0.017 0.038 0.049
H 3.644 -2.327 3.618 -0.011 -0.020 -0.083
H 1.543 -1.292 3.829 0.051 0.022 -0.012
H 2.668 0.058 3.724 -0.188 -0.061 0.093
H 0.354 -0.373 2.166 0.014 0.069 -0.074
H 1.637 -0.838 1.084 -0.052 -0.053 0.087
H 1.956 1.278 0.491 0.018 0.043 0.053
H 2.483 1.678 2.102 0.074 -0.008 -0.181
H -0.466 1.550 1.864 0.058 0.045 0.038
H -0.016 2.341 -0.398 -0.058 0.038 0.027
H 0.452 4.813 -0.580 0.011 -0.005 0.051
H 1.335 4.760 0.914 -0.019 -0.005 -0.033
H 2.409 4.413 -1.570 -0.025 -0.093 -0.016
H 2.189 2.735 -1.142 0.003 0.054 -0.047
H 3.707 3.028 0.815 -0.010 -0.001 0.092
H 4.481 3.726 -0.592 -0.045 -0.031 -0.001
H 3.698 4.781 0.575 0.017 -0.079 -0.023
H -1.989 2.922 0.542 -0.071 0.014 -0.007
H -2.452 4.583 2.032 0.039 0.098 -0.082
H -0.957 5.414 1.682 0.107 -0.086 -0.004
H -1.492 3.004 3.480 0.043 -0.012 -0.096
H -0.671 4.519 3.882 -0.032 -0.047 -0.004
H 1.204 3.813 2.695 0.058 -0.074 -0.143
H 0.111 1.729 4.417 -0.028 -0.096 -0.056
H 1.829 1.837 3.916 -0.204 -0.040 0.140
H 0.667 1.426 7.482 -0.089 -0.238 -0.089
H 1.966 1.349 6.256 0.000 0.031 0.054
H 2.175 2.296 7.737 -0.642 -0.956 0.510
C 9.537 -4.746 3.766 -0.014 0.017 -0.067
C 9.605 -3.592 2.780 0.035 -0.056 0.026
O 8.601 -2.705 3.294 0.002 0.031 -0.072
C 8.428 -2.964 4.611 0.025 -0.003 0.087
O 7.798 -2.282 5.356 -0.020 -0.051 -0.074
O 9.071 -4.096 4.955 0.003 -0.060 0.056
H 10.494 -5.220 3.965 0.016 0.046 0.052
H 8.806 -5.500 3.473 0.005 -0.004 -0.010
H 10.566 -3.077 2.803 0.014 -0.015 0.005
H 9.358 -3.865 1.759 -0.063 0.013 0.010
C -4.649 2.973 -2.906 -0.014 -0.076 -0.076
C -5.296 1.595 -2.893 0.034 0.178 0.048
O -4.427 0.885 -1.985 -0.129 -0.137 -0.115
C -3.806 1.765 -1.207 0.038 -0.155 0.039
O -3.139 1.443 -0.258 0.108 0.245 0.110
O -4.010 3.023 -1.611 0.000 -0.005 -0.017
H -5.350 3.796 -2.996 -0.009 0.002 0.104
H -3.869 3.067 -3.663 -0.011 -0.004 -0.020
H -6.302 1.601 -2.480 0.007 -0.022 -0.011
H -5.312 1.078 -3.846 0.035 0.000 0.068
C -7.437 -3.315 -3.174 0.193 0.011 -0.030
C -6.076 -2.746 -2.814 -0.420 -0.255 -0.090
O -6.117 -1.454 -3.451 0.036 0.075 -0.051
C -7.402 -1.097 -3.611 0.013 -0.039 0.302
O -7.747 0.008 -3.918 -0.088 -0.025 -0.165
O -8.228 -2.117 -3.340 -0.042 0.017 -0.082
H -7.866 -3.937 -2.394 -0.102 0.125 0.041
H -7.421 -3.857 -4.114 -0.032 0.002 -0.006
H -5.964 -2.598 -1.742 -0.187 0.015 -0.281
H -5.242 -3.322 -3.199 -0.110 0.100 -0.075
C -7.072 -3.036 -8.443 -0.083 -0.112 -0.249
C -7.636 -4.445 -8.377 0.004 0.080 0.115
O -6.808 -5.049 -7.365 0.035 -0.036 -0.030
C -6.275 -4.077 -6.606 0.011 -0.115 0.096
O -5.669 -4.268 -5.592 0.073 -0.004 -0.108
O -6.531 -2.866 -7.119 -0.006 0.159 0.003
H -7.820 -2.271 -8.625 0.024 0.044 0.064
H -6.256 -2.926 -9.155 -0.125 -0.073 0.017
H -8.668 -4.472 -8.029 -0.011 0.003 -0.006
H -7.545 -5.006 -9.302 0.091 -0.019 0.019
C -4.726 1.024 -6.790 -0.105 0.025 -0.023
C -6.232 0.807 -6.812 0.051 -0.092 0.128
O -6.429 0.279 -8.128 0.009 -0.001 -0.110
C -5.274 -0.286 -8.547 -0.229 -0.168 0.163
O -5.183 -0.993 -9.499 0.207 0.187 -0.059
O -4.264 0.031 -7.711 0.110 0.062 -0.047
H -4.264 0.851 -5.821 0.014 -0.097 -0.031
H -4.441 2.007 -7.167 0.005 0.020 0.002
H -6.564 0.062 -6.086 0.048 0.119 -0.031
H -6.815 1.717 -6.699 -0.011 -0.007 -0.041
C -2.250 -2.738 0.423 0.023 0.108 -0.051
C -3.445 -1.856 0.098 0.063 -0.069 0.030
O -4.030 -2.558 -1.006 0.352 0.069 0.230
C -3.648 -3.854 -0.962 0.188 0.069 0.219
O -4.100 -4.710 -1.651 0.071 -0.129 0.018
O -2.687 -4.025 -0.026 -0.039 -0.086 -0.077
H -2.007 -2.791 1.481 -0.050 -0.059 0.004
H -1.362 -2.459 -0.148 0.000 0.015 0.015
H -4.170 -1.826 0.914 0.003 -0.002 0.006
H -3.206 -0.848 -0.221 0.063 -0.009 0.044
C -3.072 -6.382 -5.924 -0.113 0.034 0.081
C -2.336 -5.436 -4.994 -0.117 0.035 -0.022
O -1.065 -6.078 -4.859 0.080 0.023 0.026
C -0.865 -6.881 -5.933 -0.025 0.017 0.005
O 0.161 -7.418 -6.193 -0.011 0.009 0.000
O -1.999 -6.976 -6.663 0.053 -0.026 -0.012
H -3.759 -5.884 -6.601 0.055 -0.019 -0.059
H -3.601 -7.167 -5.382 -0.010 0.013 0.012
H -2.186 -4.452 -5.443 -0.010 0.007 -0.018
H -2.798 -5.327 -4.017 0.012 -0.068 0.029